(1)
{"formula": "C27H33Cl6N4O10PS2W", "method": "ωB97M-V/def2-TZVPD", "homo_lumo_gap_ev": [6.17, 6.94], "molar_mass_g_mol": 1065.2, "s2": 2.01, "spin_multiplicity": 3, "de_lowest_kj_mol": 151.2, "total_charge": -2, "elements": ["W", "C", "C", "N", "N", "C", "S", "N", "N", "H", "H", "H", "H", "H", "H", "Cl", "C", "C", "Cl", "C", "Cl", "C", "O", "C", "O", "C", "Cl", "C", "O", "C", "O", "H", "H", "H", "O", "S", "O", "O", "O", "Cl", "C", "Cl", "C", "O", "O", "H", "C", "C", "C", "C", "P", "C", "C", "C", "C", "C", "C", "C", "C", "C", "C", "H", "H", "H", "H", "H", "H", "H", "H", "H", "H", "H", "H", "H", "H", "H", "H", "H", "H", "H", "H", "H", "H", "H"], "positions_angstrom": [[-0.374, -0.739, 0.632], [-2.129, -1.361, -4.734], [-2.738, -0.207, -4.047], [-3.459, 0.696, -4.648], [-3.876, 1.534, -3.662], [-3.433, 1.141, -2.439], [-3.777, 1.884, -1.019], [-2.663, 0.031, -2.700], [-1.996, -0.714, -1.727], [-2.028, -1.125, -5.790], [-2.782, -2.227, -4.622], [-1.170, -1.638, -4.285], [-4.559, 2.253, -3.833], [-1.435, -1.453, -2.181], [-2.722, -1.232, -1.168], [-2.102, 1.641, 6.981], [-2.051, 1.337, 5.285], [-2.987, 1.920, 4.454], [-4.215, 2.921, 5.119], [-2.939, 1.722, 3.069], [-4.090, 2.518, 2.059], [-1.951, 0.917, 2.501], [-1.738, 0.723, 1.229], [-0.987, 0.297, 3.369], [-0.057, -0.379, 2.751], [-1.049, 0.525, 4.741], [0.146, -0.163, 5.777], [0.576, -4.369, 2.367], [0.077, -3.118, 1.893], [0.954, -2.190, 1.465], [2.156, -2.359, 1.555], [-0.287, -4.902, 2.760], [1.323, -4.193, 3.145], [1.034, -4.917, 1.540], [0.088, -2.246, -2.990], [-0.250, -3.104, -1.838], [0.725, -4.155, -1.639], [-0.145, -2.140, -0.640], [-1.625, -3.553, -1.932], [-3.738, -2.165, 3.601], [-4.224, -2.727, 2.002], [-4.138, -4.488, 1.903], [-3.296, -2.139, 0.900], [-3.844, -1.988, -0.192], [-2.129, -1.888, 1.257], [-5.264, -2.448, 1.826], [2.577, 1.405, 2.375], [1.933, 2.180, 1.220], [0.659, 2.836, 1.760], [2.851, 3.326, 0.771], [1.378, 0.806, -0.045], [2.938, -0.057, -0.525], [4.251, 0.378, -0.347], [5.321, -0.401, -0.752], [5.112, -1.628, -1.353], [3.814, -2.080, -1.529], [2.746, -1.314, -1.108], [1.002, 1.716, -1.710], [0.921, 0.618, -2.771], [2.039, 2.728, -2.196], [-0.366, 2.374, -1.554], [2.652, 2.047, 3.254], [3.570, 1.039, 2.128], [1.956, 0.541, 2.623], [0.919, 3.644, 2.447], [0.065, 2.111, 2.304], [0.048, 3.250, 0.964], [3.352, 3.737, 1.649], [2.268, 4.131, 0.330], [3.609, 3.027, 0.057], [4.467, 1.326, 0.115], [6.331, -0.047, -0.589], [5.953, -2.226, -1.675], [3.612, -3.038, -1.982], [1.754, -1.723, -1.242], [1.913, 0.305, -3.090], [0.389, 0.982, -3.650], [0.403, -0.269, -2.410], [3.041, 2.318, -2.096], [1.977, 3.671, -1.663], [1.861, 2.937, -3.252], [-1.023, 1.730, -0.955], [-0.833, 2.538, -2.526], [-0.291, 3.347, -1.068]]}

---

(2)
{"formula": "C27H33ClF17NO8", "method": "ωB97M-V/def2-TZVPD", "homo_lumo_gap_ev": 8.49, "molar_mass_g_mol": 858.0, "smiles": "[H]/N=C(\\C)C[C@H]1C(=O)O[C@](C)(CCCCl)[C@H]1CCC(F)(F)C(F)(F)C(F)(F)C(F)(F)C(F)(F)C(F)(F)C(F)(F)C(F)(F)F.COC(=O)OC.COC(=O)OC", "elements": ["H", "N", "C", "C", "C", "C", "C", "O", "O", "C", "C", "C", "C", "C", "Cl", "C", "C", "C", "C", "F", "F", "C", "F", "F", "C", "F", "F", "C", "F", "F", "C", "F", "F", "C", "F", "F", "C", "F", "F", "C", "F", "F", "F", "H", "H", "H", "H", "H", "H", "H", "H", "H", "H", "H", "H", "H", "H", "H", "H", "H", "H", "H", "H", "C", "O", "C", "O", "O", "C", "H", "H", "H", "H", "H", "H", "C", "O", "C", "O", "O", "C", "H", "H", "H", "H", "H", "H"], "positions_angstrom": [[5.628, 1.175, 2.953], [5.119, 0.319, 2.579], [3.752, 0.578, 2.528], [3.286, 2.087, 3.008], [2.720, -0.591, 1.980], [1.965, -0.222, 0.573], [3.125, -0.259, -0.587], [4.406, 0.118, -0.598], [2.387, -0.817, -1.731], [1.003, -1.312, -1.430], [1.115, -2.866, -2.022], [0.142, -0.581, -2.617], [-1.280, 0.082, -2.140], [-1.192, 1.750, -2.055], [-1.175, 2.396, -0.315], [0.604, -1.093, 0.145], [0.190, -2.389, 1.076], [-1.463, -2.639, 1.136], [-2.113, -2.054, 2.560], [-1.417, -0.835, 3.036], [-1.805, -3.124, 3.581], [-3.747, -1.944, 2.505], [-4.209, -3.072, 1.613], [-4.313, -2.240, 3.846], [-4.316, -0.549, 1.825], [-5.441, -0.983, 0.914], [-3.254, -0.032, 0.886], [-4.804, 0.555, 2.935], [-3.759, 0.643, 4.023], [-6.057, 0.120, 3.658], [-4.985, 2.082, 2.365], [-5.495, 2.898, 3.530], [-3.594, 2.615, 2.118], [-5.979, 2.230, 1.070], [-5.337, 1.745, -0.209], [-7.196, 1.353, 1.244], [-6.552, 3.743, 0.803], [-7.511, 4.226, 1.854], [-7.378, 3.656, -0.458], [-5.408, 4.881, 0.514], [-4.661, 5.327, 1.732], [-4.492, 4.539, -0.634], [-6.156, 6.107, 0.044], [2.093, 2.129, 3.030], [3.715, 2.261, 4.086], [3.749, 2.866, 2.266], [3.315, -1.617, 1.924], [1.886, -0.703, 2.816], [1.775, 0.946, 0.678], [1.504, -2.863, -3.145], [2.002, -3.362, -1.395], [0.137, -3.490, -1.869], [0.805, 0.273, -3.117], [-0.123, -1.377, -3.464], [-2.054, -0.124, -3.025], [-1.758, -0.398, -1.184], [-2.178, 2.191, -2.563], [-0.294, 2.169, -2.720], [-0.244, -0.311, 0.420], [0.519, -2.290, 2.208], [0.690, -3.388, 0.685], [-1.739, -3.788, 1.033], [-1.887, -2.091, 0.185], [11.736, 2.311, 3.771], [10.441, 2.405, 3.181], [9.993, 1.248, 2.632], [10.593, 0.185, 2.609], [8.761, 1.479, 2.112], [8.162, 0.340, 1.496], [11.994, 3.293, 4.179], [11.735, 1.587, 4.592], [12.485, 2.044, 3.019], [8.017, -0.463, 2.226], [8.767, -0.006, 0.652], [7.181, 0.639, 1.115], [-1.823, -2.467, -7.973], [-3.211, -2.350, -7.668], [-3.506, -2.478, -6.350], [-2.703, -2.676, -5.452], [-4.848, -2.347, -6.204], [-5.306, -2.460, -4.858], [-1.703, -2.349, -9.054], [-1.251, -1.678, -7.475], [-1.447, -3.456, -7.692], [-4.873, -1.670, -4.235], [-5.070, -3.449, -4.451], [-6.393, -2.340, -4.859]]}

---

(3)
{"formula": "C27H33ClN2O9OsP2S", "method": "ωB97M-V/def2-TZVPD", "homo_lumo_gap_ev": 7.33, "molar_mass_g_mol": 849.3, "de_lowest_kj_mol": 101.3, "elements": ["Os", "O", "P", "O", "O", "O", "P", "O", "O", "O", "H", "H", "Cl", "C", "C", "C", "C", "N", "C", "H", "H", "H", "H", "O", "C", "O", "C", "C", "C", "C", "S", "C", "C", "H", "H", "H", "H", "H", "C", "N", "C", "C", "C", "C", "C", "C", "C", "C", "H", "H", "H", "H", "H", "H", "H", "H", "H", "H", "H", "H", "H", "C", "C", "C", "C", "C", "C", "H", "H", "H", "H", "H", "H", "H", "H", "H"], "positions_angstrom": [[-1.312, 0.373, 0.230], [-4.339, 2.861, 1.486], [-3.555, 1.514, 1.316], [-2.305, 1.465, 2.143], [-3.255, 1.153, -0.143], [-4.584, 0.387, 1.828], [-3.923, -1.082, 2.086], [-3.398, -0.945, 3.583], [-4.887, -2.173, 1.925], [-2.706, -1.158, 1.150], [-5.150, 2.933, 0.968], [-2.855, -0.143, 3.668], [2.560, 1.622, 3.987], [1.374, 0.452, 3.536], [1.002, -0.543, 4.418], [0.081, -1.468, 3.973], [-0.463, -1.341, 2.710], [-0.127, -0.360, 1.861], [0.813, 0.517, 2.276], [1.434, -0.594, 5.408], [-0.240, -2.287, 4.600], [-1.175, -2.061, 2.351], [1.137, 1.259, 1.566], [5.007, 5.662, 1.297], [4.773, 4.796, 0.282], [5.659, 4.507, -0.471], [3.387, 4.251, 0.168], [2.496, 4.210, 1.235], [1.224, 3.681, 1.070], [0.831, 3.166, -0.161], [-0.834, 2.637, -0.433], [1.729, 3.210, -1.230], [2.991, 3.746, -1.069], [4.180, 5.876, 1.745], [2.782, 4.559, 2.222], [0.520, 3.682, 1.895], [1.421, 2.811, -2.188], [3.696, 3.771, -1.890], [-4.052, -3.007, -1.456], [-2.973, -3.189, -0.459], [-3.082, -4.487, 0.235], [-1.564, -2.935, -0.958], [-1.498, -1.859, -1.995], [-1.514, -2.304, -3.320], [-1.495, -1.423, -4.382], [-1.450, -0.067, -4.098], [-1.394, 0.377, -2.788], [-1.412, -0.489, -1.686], [-4.994, -3.216, -0.955], [-3.898, -3.687, -2.292], [-4.035, -1.980, -1.809], [-3.088, -2.433, 0.254], [-3.046, -5.290, -0.500], [-4.016, -4.502, 0.792], [-2.247, -4.586, 0.927], [-1.203, -3.885, -1.353], [-0.982, -2.682, -0.070], [-1.541, -3.372, -3.512], [-1.506, -1.784, -5.402], [-1.431, 0.660, -4.901], [-1.320, 1.440, -2.617], [3.385, -1.869, -0.905], [3.116, -0.369, -1.097], [4.035, 0.431, -0.165], [3.394, 0.016, -2.555], [1.707, -0.089, -0.771], [0.564, 0.130, -0.447], [4.418, -2.105, -1.172], [2.719, -2.463, -1.532], [3.225, -2.158, 0.136], [5.083, 0.234, -0.404], [3.864, 0.154, 0.878], [3.855, 1.502, -0.267], [4.440, -0.177, -2.805], [3.190, 1.076, -2.715], [2.760, -0.558, -3.233]]}

---

(4)
{"formula": "C27H33F6O6Sc", "method": "ωB97M-V/def2-TZVPD", "homo_lumo_gap_ev": [2.05, 2.05], "molar_mass_g_mol": 612.5, "total_charge": -2, "elements": ["C", "C", "C", "C", "H", "H", "C", "H", "H", "C", "H", "H", "C", "C", "C", "O", "O", "O", "O", "C", "H", "H", "H", "C", "H", "H", "H", "O", "H", "H", "C", "C", "H", "H", "H", "H", "H", "H", "Sc", "C", "C", "C", "H", "C", "C", "H", "H", "H", "H", "C", "C", "C", "H", "C", "C", "H", "H", "H", "H", "C", "C", "O", "C", "F", "F", "F", "C", "F", "F", "F", "H", "H", "H"], "positions_angstrom": [[0.494, -0.661, -3.801], [0.314, -1.327, -2.404], [0.041, 0.801, -3.670], [-0.771, 0.899, -2.339], [-0.595, 1.049, -4.528], [0.927, 1.452, -3.671], [-0.929, -0.633, -1.874], [1.209, -1.116, -1.798], [0.200, -2.419, -2.511], [-1.551, -1.145, -0.542], [-1.709, -0.968, -2.591], [-1.813, 1.193, -2.576], [-0.236, 1.997, -1.520], [1.907, -0.817, -4.334], [-0.296, -1.346, -4.927], [-0.857, -0.755, -5.838], [2.907, -0.798, -3.628], [1.957, -1.006, -5.664], [-0.307, -2.684, -4.849], [-0.921, -3.308, -5.985], [-0.805, -4.374, -5.813], [-0.413, -3.003, -6.905], [-1.978, -3.038, -6.052], [3.276, -1.223, -6.172], [3.934, -0.380, -5.930], [3.148, -1.321, -7.251], [3.698, -2.139, -5.744], [-0.873, -1.175, 0.684], [-1.839, -2.194, -0.751], [-2.494, -0.579, -0.412], [-1.182, 2.721, -0.656], [1.212, 2.233, -1.369], [1.584, 3.039, -2.030], [1.838, 1.347, -1.571], [1.423, 2.576, -0.341], [-0.737, 2.875, 0.329], [-2.124, 2.165, -0.519], [-1.437, 3.723, -1.040], [-0.413, -0.682, 2.390], [-1.990, -0.683, 4.565], [-2.882, -0.618, 3.455], [-2.728, -1.819, 2.699], [-3.620, 0.168, 3.284], [-1.742, -2.627, 3.346], [-1.266, -1.912, 4.492], [-0.568, -2.277, 5.242], [-1.971, 0.014, 5.395], [-3.315, -2.093, 1.824], [-1.473, -3.649, 3.071], [2.047, -0.027, 2.813], [1.689, -1.089, 3.696], [1.512, -2.263, 2.909], [1.668, -1.022, 4.786], [1.753, -1.914, 1.538], [2.083, -0.529, 1.483], [2.390, 0.044, 0.609], [2.345, 0.969, 3.090], [1.325, -3.270, 3.284], [1.755, -2.597, 0.687], [-1.657, 2.888, 4.089], [-0.298, 2.331, 3.741], [-0.374, 1.237, 2.899], [0.496, 3.463, 2.990], [0.749, 4.547, 3.769], [1.677, 3.039, 2.458], [-0.241, 3.922, 1.934], [0.518, 2.024, 5.065], [0.313, 2.959, 6.030], [0.128, 0.822, 5.596], [1.863, 1.934, 4.888], [-2.146, 3.206, 3.162], [-1.562, 3.742, 4.767], [-2.266, 2.101, 4.545]]}

---

(5)
{"formula": "C27H34AsIN7NiO2S", "method": "ωB97M-V/def2-TZVPD", "homo_lumo_gap_ev": [6.83, 6.60], "molar_mass_g_mol": 781.2, "s2": 2.01, "spin_multiplicity": 3, "de_lowest_kj_mol": 356.2, "total_charge": 1, "elements": ["Ni", "C", "C", "N", "N", "C", "S", "N", "N", "H", "H", "H", "H", "H", "H", "C", "C", "N", "C", "C", "C", "C", "C", "C", "C", "C", "N", "C", "N", "H", "H", "H", "H", "H", "H", "H", "H", "H", "I", "C", "C", "C", "C", "C", "C", "C", "O", "O", "H", "H", "H", "H", "C", "C", "As", "C", "C", "C", "C", "H", "H", "H", "H", "H", "H", "H", "H", "H", "H", "H", "H", "H", "H", "H"], "positions_angstrom": [[0.589, -0.775, -1.317], [4.211, 2.812, 1.632], [4.112, 1.819, 0.543], [4.929, 0.837, 0.325], [4.396, 0.190, -0.748], [3.269, 0.728, -1.193], [2.345, 0.181, -2.529], [3.090, 1.801, -0.388], [2.008, 2.675, -0.464], [5.154, 2.666, 2.153], [3.383, 2.670, 2.328], [4.175, 3.830, 1.241], [4.856, -0.612, -1.143], [1.670, 2.823, 0.484], [2.323, 3.557, -0.857], [-3.616, -1.824, -1.794], [-2.207, -1.624, -2.045], [-1.447, -0.871, -1.343], [-1.979, -0.129, -0.187], [-3.497, -0.110, -0.050], [-4.210, -1.108, -0.828], [-4.246, 0.697, 0.729], [-3.960, 1.964, 1.437], [-2.865, 4.297, 0.154], [-2.447, 5.531, 0.801], [-1.371, 6.156, 0.281], [-0.579, 5.689, -0.765], [-0.805, 4.478, -1.148], [-1.816, 3.756, -0.633], [-4.161, -2.519, -2.415], [-1.743, -2.157, -2.871], [-1.598, -0.683, 0.677], [-5.274, -1.213, -0.649], [-5.302, 0.445, 0.750], [-4.821, 2.385, 1.937], [-3.022, 5.962, 1.607], [-1.051, 7.105, 0.690], [-0.158, 3.992, -1.873], [-4.752, 4.681, -1.120], [-3.046, 2.892, 0.723], [-2.625, 2.456, 2.075], [-1.307, 1.809, 2.231], [-0.613, 1.370, 1.186], [-1.263, 1.260, -0.157], [-2.249, 2.366, -0.460], [0.750, 0.757, 1.330], [1.520, 1.155, 2.195], [1.064, -0.153, 0.463], [-2.861, 3.163, 2.862], [-0.856, 1.782, 3.216], [-0.504, 1.269, -0.945], [-2.910, 2.083, -1.286], [3.118, -2.662, 1.185], [2.851, -3.413, -0.116], [1.059, -3.097, -0.806], [-0.125, -3.697, 0.620], [0.166, -5.066, 1.221], [0.860, -4.355, -2.290], [1.562, -5.701, -2.142], [4.147, -2.822, 1.508], [2.469, -3.022, 1.985], [2.946, -1.591, 1.087], [2.975, -4.488, 0.020], [3.535, -3.111, -0.912], [-1.139, -3.652, 0.213], [-0.060, -2.912, 1.378], [-0.016, -5.867, 0.507], [-0.479, -5.244, 2.082], [1.198, -5.148, 1.565], [1.233, -3.830, -3.171], [-0.216, -4.484, -2.435], [2.638, -5.578, -2.017], [1.408, -6.304, -3.037], [1.189, -6.269, -1.292]]}

---

(6)
{"formula": "C27H34BCl4N6O2PtS3", "method": "ωB97M-V/def2-TZVPD", "homo_lumo_gap_ev": 5.22, "molar_mass_g_mol": 918.5, "de_lowest_kj_mol": 136.2, "total_charge": -1, "elements": ["Pt", "C", "C", "C", "C", "N", "C", "C", "N", "B", "N", "C", "C", "N", "C", "S", "C", "C", "C", "C", "N", "C", "C", "N", "C", "S", "C", "C", "C", "C", "C", "S", "H", "H", "H", "H", "H", "H", "H", "H", "H", "H", "H", "H", "H", "H", "H", "H", "H", "H", "H", "H", "H", "H", "H", "H", "H", "H", "H", "H", "H", "H", "H", "H", "H", "H", "Cl", "C", "C", "Cl", "C", "Cl", "C", "O", "C", "O", "C", "Cl"], "positions_angstrom": [[-1.513, -0.511, -0.109], [-2.955, 2.881, 3.868], [-2.108, 3.953, 3.180], [-2.911, 4.695, 2.107], [-1.657, 4.966, 4.237], [-0.940, 3.321, 2.566], [0.361, 3.579, 2.913], [1.145, 2.830, 2.120], [0.365, 2.090, 1.260], [1.178, 1.187, 0.284], [1.336, -0.292, 0.754], [2.458, -0.976, 0.371], [2.458, -2.190, 0.959], [1.325, -2.277, 1.730], [0.633, -1.117, 1.561], [-0.831, -0.750, 2.337], [0.941, -3.399, 2.598], [-0.389, -3.986, 2.127], [2.000, -4.501, 2.533], [0.860, -2.894, 4.044], [0.981, 1.340, -1.278], [2.148, 1.605, -1.957], [1.902, 1.682, -3.279], [0.563, 1.455, -3.458], [0.018, 1.220, -2.227], [-1.641, 0.950, -2.068], [-0.133, 1.453, -4.750], [-1.225, 2.531, -4.749], [-0.720, 0.064, -5.017], [0.851, 1.784, -5.880], [-0.925, 2.383, 1.566], [-2.339, 1.771, 0.897], [-3.807, 3.337, 4.365], [-2.357, 2.350, 4.605], [-3.316, 2.163, 3.139], [-3.765, 5.189, 2.564], [-3.267, 3.997, 1.356], [-2.289, 5.446, 1.623], [-2.538, 5.425, 4.677], [-1.052, 5.756, 3.800], [-1.098, 4.485, 5.035], [0.651, 4.259, 3.685], [2.212, 2.779, 2.102], [2.287, 1.613, 0.420], [3.174, -0.556, -0.304], [3.159, -2.988, 0.858], [-0.280, -4.368, 1.115], [-1.176, -3.237, 2.125], [-0.693, -4.802, 2.776], [2.143, -4.857, 1.515], [1.654, -5.340, 3.130], [2.950, -4.162, 2.941], [0.090, -2.134, 4.145], [1.814, -2.468, 4.348], [0.621, -3.721, 4.706], [3.084, 1.731, -1.456], [2.591, 1.863, -4.074], [-1.983, 2.304, -4.007], [-1.698, 2.572, -5.727], [-0.794, 3.504, -4.525], [-1.464, -0.188, -4.268], [0.068, -0.685, -4.986], [-1.192, 0.044, -5.997], [1.288, 2.771, -5.749], [0.306, 1.779, -6.821], [1.641, 1.040, -5.946], [-0.037, -7.198, -1.958], [0.047, -5.479, -1.827], [1.199, -4.818, -2.222], [2.556, -5.712, -2.811], [1.263, -3.435, -2.107], [2.716, -2.592, -2.550], [0.213, -2.671, -1.581], [0.292, -1.414, -1.420], [-1.006, -3.364, -1.156], [-1.972, -2.691, -0.668], [-1.026, -4.759, -1.302], [-2.445, -5.616, -0.806]]}